12 unconnected molecules or ions with the total composition C42H105ClF4INO16PSi at a distorted geometry, computed with the ωB97M-V functional and the def2-TZVPD basis.

Each line ends with the Mulliken charge.
Atoms and positions in Å:
C  -0.7412  4.9416  0.6953  -1.954
C  0.2924  3.8906  1.0080  1.298
C  1.4754  3.6510  0.0477  0.148
Cl  1.3142  4.7311  -1.4103  -0.174
P  1.5825  1.8101  -0.5768  0.524
C  1.4979  1.0878  1.1735  -2.698
O  0.1694  0.8250  1.6812  -0.005
C  0.1113  0.5391  3.0295  -0.771
O  1.1591  -0.2621  3.4971  -0.539
C  1.0525  -1.6241  3.1714  0.649
C  1.4389  -2.4768  4.3564  -0.527
O  0.3668  -3.1972  4.9446  -0.481
C  3.5392  1.8442  -0.2952  0.537
C  4.2552  2.7351  -1.2581  -1.685
F  4.1411  0.5689  -0.4396  -0.534
O  -0.1280  1.7322  -0.8209  -0.240
C  -0.5374  0.8652  -1.7620  -0.929
I  -0.5311  2.0068  -3.6821  -0.078
C  -2.0068  0.6196  -1.4733  0.230
C  -2.7559  1.8296  -1.0258  0.405
C  -3.4359  2.6912  -2.0407  -2.011
N  -2.8270  2.0586  0.2080  -0.275
C  0.4373  -0.3431  -1.7266  3.020
C  0.1169  -1.4024  -0.6596  -2.028
C  -0.9600  -2.4828  -0.9012  -0.947
C  -0.5114  -3.7806  -0.3029  0.386
F  0.2473  -3.5946  0.7729  -0.163
F  -1.5371  -4.5845  0.1306  -0.275
F  0.1724  -4.5463  -1.1475  -0.250
Si  1.0602  -1.0951  -3.3879  0.437
C  1.7262  -2.8223  -3.0374  -1.301
C  2.4941  -0.0851  -4.0004  -1.199
C  -0.3116  -1.3326  -4.6698  -1.206
O  1.6632  0.2022  -1.2645  -0.820
H  -0.3318  5.9348  0.6583  0.445
H  -1.3052  4.7135  -0.1904  0.290
H  -1.4473  4.9372  1.5135  0.361
H  -0.2356  2.9684  1.1885  -0.805
H  0.7257  4.1901  1.9535  0.070
H  2.3646  3.9929  0.5401  0.544
H  1.8168  2.3102  -1.8880  0.144
H  2.0202  0.1502  1.1136  0.573
H  2.0236  1.7148  1.8840  1.322
H  0.1363  1.4487  3.6218  0.250
H  -0.8300  0.0375  3.2152  0.345
H  0.0487  -1.8788  2.8472  -0.291
H  1.7227  -1.8513  2.3532  0.045
H  2.2428  -3.1600  4.1178  0.228
H  1.7909  -1.8057  5.1171  0.375
H  -0.2193  -3.5422  4.2667  0.293
H  3.7882  2.1504  0.7144  0.549
H  4.1751  3.7652  -0.9638  0.209
H  5.3034  2.4717  -1.2361  0.562
H  3.9101  2.6202  -2.2736  0.160
H  -2.0831  -0.0842  -0.6690  -0.466
H  -2.5125  0.2106  -2.3355  0.644
H  -3.5234  2.2114  -2.9918  0.395
H  -4.4334  2.8911  -1.6796  0.568
H  -2.9161  3.6299  -2.1421  0.302
H  -3.3900  2.8915  0.3693  0.286
H  -0.1400  -0.8667  0.2404  -0.222
H  1.0595  -1.8720  -0.4596  1.519
H  -1.8533  -2.2296  -0.3662  0.115
H  -1.2390  -2.6054  -1.9365  0.658
H  2.1548  -2.9213  -2.0539  0.339
H  0.9367  -3.5400  -3.1852  0.105
H  2.4996  -3.0651  -3.7496  0.563
H  3.2958  -0.2443  -3.2977  0.300
H  2.8493  -0.4113  -4.9650  0.449
H  2.3026  0.9703  -3.9975  0.195
H  -1.2787  -1.2076  -4.2081  0.230
H  -0.2881  -2.3013  -5.1476  0.463
H  -0.2596  -0.5641  -5.4171  0.352
C  3.4842  -6.3812  5.8219  -1.010
C  2.6574  -6.0900  7.0624  -0.094
O  2.6144  -4.6992  7.3542  -0.542
H  4.5020  -6.0120  5.9506  0.273
H  3.5224  -7.4522  5.6150  0.345
H  3.0585  -5.8772  4.9513  0.251
H  3.0917  -6.5793  7.9329  0.295
H  1.6373  -6.4682  6.9328  0.169
H  2.2139  -4.2612  6.5953  0.283
C  1.2553  5.5269  -6.9599  -0.642
C  -0.2333  5.6091  -6.6643  -0.366
O  -0.6645  4.5620  -5.8103  -0.478
H  1.4962  4.5660  -7.4147  0.270
H  1.5697  6.3262  -7.6346  0.387
H  1.8328  5.6085  -6.0365  -0.024
H  -0.8113  5.5110  -7.5828  0.288
H  -0.4739  6.5791  -6.2123  0.282
H  -0.1764  4.6300  -4.9802  0.157
C  -4.3600  -0.9651  2.3663  -1.133
C  -3.5243  -2.1730  2.7373  0.417
O  -2.9017  -2.0227  4.0163  -0.477
H  -3.7299  -0.0744  2.3516  0.249
H  -4.8159  -1.0863  1.3840  0.251
H  -5.1583  -0.8035  3.0948  0.431
H  -2.7174  -2.3138  2.0175  -0.322
H  -4.1391  -3.0818  2.7416  0.349
H  -3.6044  -1.9172  4.6640  0.249
C  -1.5487  -8.1204  5.6564  -0.854
C  -0.7451  -9.3443  6.0570  -0.268
O  -0.1745  -9.2113  7.3562  -0.513
H  -0.9214  -7.2296  5.6830  0.162
H  -1.9581  -8.2298  4.6515  0.304
H  -2.3783  -7.9598  6.3488  0.321
H  0.0909  -9.4918  5.3759  0.273
H  -1.3748  -10.2406  6.0223  0.291
H  -0.8914  -9.0895  7.9855  0.291
C  4.1602  7.7909  -2.2279  -1.025
C  4.9666  6.6933  -2.9022  -0.050
O  4.1818  5.5343  -3.1405  -0.187
H  3.7471  7.4307  -1.2856  0.189
H  4.7767  8.6713  -2.0326  0.392
H  3.3200  8.0918  -2.8585  0.276
H  5.7910  6.3807  -2.2613  0.316
H  5.3850  7.0534  -3.8484  0.051
H  3.4473  5.7813  -3.7096  0.083
C  -1.2778  -7.1142  -2.5673  -1.168
C  -2.6909  -6.6550  -2.2760  0.385
O  -3.5661  -6.7803  -3.3977  -0.518
H  -0.8442  -6.5394  -3.3865  0.277
H  -0.6551  -6.9885  -1.6826  0.254
H  -1.2578  -8.1668  -2.8630  0.449
H  -2.6970  -5.6044  -1.9947  -0.072
H  -3.1028  -7.2357  -1.4422  0.131
H  -3.5876  -7.7030  -3.6668  0.277
C  -5.1965  -3.3813  -3.6085  -0.836
C  -5.9562  -3.1939  -2.3102  0.091
O  -6.3261  -1.8444  -2.0773  -0.520
H  -4.2893  -2.7760  -3.6169  0.098
H  -4.9131  -4.4265  -3.7475  0.159
H  -5.7938  -3.0746  -4.4708  0.421
H  -5.3341  -3.4936  -1.4670  0.067
H  -6.8600  -3.8166  -2.3071  0.228
H  -6.8856  -1.5597  -2.8068  0.275
C  6.7082  5.4724  -7.9551  -1.148
C  5.9229  5.6681  -6.6710  0.005
O  5.7178  7.0492  -6.3726  -0.520
H  7.6751  5.9719  -7.8877  0.297
H  6.8735  4.4132  -8.1547  0.336
H  6.1727  5.9020  -8.8055  0.319
H  6.4621  5.2550  -5.8217  0.295
H  4.9560  5.1599  -6.7348  0.150
H  5.2237  7.4440  -7.0971  0.280
C  -5.9720  -6.3288  0.3351  -0.668
C  -6.7273  -6.1828  1.6430  -0.428
O  -7.1009  -4.8343  1.9040  -0.493
H  -5.0769  -5.7059  0.3416  0.078
H  -5.6748  -7.3647  0.1653  0.362
H  -6.5905  -6.0058  -0.5056  0.260
H  -6.1056  -6.4889  2.4828  0.292
H  -7.6229  -6.8152  1.6352  0.327
H  -7.6612  -4.5320  1.1824  0.289
C  -2.2920  5.1948  5.5281  -0.953
C  -1.3680  6.3404  5.1558  -0.167
O  -1.6227  6.8298  3.8450  -0.479
H  -2.1886  4.3805  4.8113  0.195
H  -2.0672  4.8149  6.5258  0.333
H  -3.3351  5.5201  5.5117  0.339
H  -0.3312  6.0083  5.1552  0.170
H  -1.4640  7.1576  5.8812  0.298
H  -2.5311  7.1432  3.8103  0.281
C  3.4922  6.0766  4.0627  -1.125
C  3.4908  4.5591  4.1295  -0.194
O  3.9382  3.9697  2.9171  -0.386
H  2.8620  6.4170  3.2408  0.249
H  3.1231  6.5130  4.9927  0.347
H  4.5022  6.4539  3.8838  0.392
H  2.4805  4.1855  4.2888  0.163
H  4.1176  4.2154  4.9611  0.332
H  4.8370  4.2657  2.7450  0.257

Cartesian forces, eV/Å:
C -0.2 -0.2 0.3
C 0.3 0.1 0.2
C -1.4 -0.3 -0.3
Cl 0.2 0.1 0.0
P 2.3 0.5 0.3
C -1.0 0.3 0.2
O 0.1 -0.4 -0.6
C 0.1 0.1 0.0
O -0.1 0.1 0.5
C 0.4 -0.1 -0.2
C -0.3 -0.1 0.1
O -0.1 -0.2 0.4
C -0.6 -0.3 -0.4
C 0.2 -0.1 0.1
F 0.0 -0.4 0.1
O 0.1 0.3 0.0
C -0.2 0.3 1.3
I 0.1 0.0 -0.8
C -0.2 -0.4 -0.6
C 0.1 0.1 -0.3
C -0.3 0.0 0.3
N -0.2 -0.1 0.9
C 0.7 -0.1 -0.7
C -0.9 0.2 -0.3
C 0.4 0.4 0.3
C -0.7 -0.5 0.0
F 0.4 -0.1 0.7
F -0.2 0.4 -0.2
F 0.5 -0.4 -0.4
Si -0.2 -0.1 0.0
C -0.2 0.5 -0.2
C 0.0 -0.3 0.2
C 0.3 0.0 0.3
O -0.1 -0.1 -0.1
H 0.2 0.5 -0.3
H -0.1 0.0 -0.6
H -0.3 0.1 0.4
H -0.1 -0.4 0.0
H 0.2 0.0 0.5
H 0.6 0.0 0.1
H -0.3 0.0 -0.1
H 0.5 -0.4 0.0
H 0.2 0.4 0.2
H 0.3 0.4 0.2
H -0.5 -0.2 0.0
H -0.4 0.0 -0.1
H 0.2 0.0 -0.5
H 0.3 -0.3 -0.3
H 0.3 0.3 0.4
H 0.0 0.1 -0.1
H -0.1 0.1 0.4
H -0.2 0.6 -0.1
H 0.5 0.0 0.0
H -0.3 0.0 -0.4
H 0.1 -0.4 0.6
H -0.1 -0.4 -0.4
H 0.1 -0.2 -0.7
H -0.4 0.2 0.1
H 0.3 0.3 -0.2
H 0.0 0.2 0.1
H -0.1 0.2 0.5
H 0.5 -0.2 -0.1
H -0.7 0.3 0.2
H 0.1 -0.3 -0.4
H 0.1 -0.1 0.4
H -0.3 -0.4 0.1
H 0.4 0.0 -0.4
H 0.4 -0.1 0.4
H 0.0 -0.1 -0.6
H -0.2 0.5 -0.1
H -0.5 0.0 0.2
H 0.1 -0.4 -0.2
H 0.1 0.3 -0.5
C 0.0 0.0 0.0
C -0.1 0.1 -0.2
O 0.1 -0.1 0.0
H 0.0 0.0 0.0
H 0.0 0.0 0.0
H 0.0 0.0 0.0
H 0.0 0.0 0.1
H 0.0 -0.1 0.1
H -0.2 0.1 0.0
C 0.0 -0.1 0.0
C 0.1 0.0 0.2
O 0.0 0.2 -0.2
H 0.0 0.0 0.0
H 0.0 0.0 0.0
H 0.0 0.0 0.0
H 0.0 0.0 0.0
H 0.0 0.0 -0.1
H -0.1 -0.1 0.1
C 0.2 0.1 0.1
C -0.2 -0.1 0.2
O 0.1 -0.1 -0.2
H 0.0 0.0 -0.1
H 0.0 0.0 -0.1
H 0.0 -0.1 0.0
H 0.1 0.0 0.0
H 0.0 0.0 -0.1
H 0.0 0.0 0.1
C 0.1 0.0 0.1
C -0.2 0.1 0.1
O 0.1 0.0 -0.1
H 0.0 0.0 0.0
H 0.0 0.0 0.0
H 0.0 0.0 0.0
H 0.0 0.0 0.0
H 0.0 0.0 -0.1
H 0.0 0.0 0.0
C 0.0 -0.1 0.1
C -0.2 0.1 -0.2
O 0.3 0.0 0.0
H 0.0 0.0 0.0
H 0.0 0.0 0.0
H 0.0 0.0 0.0
H 0.0 -0.1 0.0
H 0.1 0.1 0.1
H -0.1 0.0 0.1
C 0.0 0.0 -0.2
C -0.1 -0.3 0.0
O 0.0 0.2 -0.1
H 0.0 0.1 0.1
H 0.0 0.0 0.0
H 0.0 0.0 0.1
H -0.1 0.0 0.0
H 0.0 0.1 0.1
H 0.1 0.0 0.0
C 0.1 0.0 -0.1
C -0.1 -0.1 -0.2
O 0.0 0.2 0.1
H 0.0 0.0 0.1
H 0.0 0.0 0.0
H -0.1 0.0 0.0
H 0.0 0.0 0.1
H 0.1 -0.1 0.0
H 0.1 0.0 0.0
C 0.0 0.1 0.0
C -0.1 0.1 -0.1
O 0.1 0.0 0.0
H 0.0 0.0 0.0
H 0.0 0.0 0.0
H 0.0 -0.1 0.0
H 0.0 0.0 0.1
H 0.0 -0.1 0.1
H 0.0 0.0 0.0
C 0.1 0.1 0.0
C -0.1 0.1 -0.2
O 0.1 0.0 0.1
H 0.0 0.0 0.0
H 0.0 0.0 0.0
H 0.0 -0.1 0.0
H 0.0 0.0 0.0
H 0.1 -0.1 0.0
H 0.0 0.0 0.0
C 0.0 0.0 -0.1
C -0.2 0.1 0.0
O 0.1 0.0 0.0
H 0.0 0.0 0.0
H 0.0 0.0 0.0
H 0.0 0.0 0.1
H 0.0 0.0 0.0
H 0.1 0.0 0.1
H 0.0 0.0 0.0
C 0.0 0.0 -0.1
C 0.2 0.1 0.0
O -0.1 0.0 0.0
H 0.0 0.0 0.0
H 0.0 0.0 0.0
H 0.0 0.0 0.1
H 0.0 -0.1 0.0
H -0.1 0.0 0.1
H 0.0 0.0 0.0

Its LUMO energy is 1.852 eV. The frontier orbital gap comes out at 0.24473 hartree. Its net charge is -1.